1.
# C4H9O3

A structure of composition C4H9O3 at a distorted geometry (wB97M-V/def2-TZVPD, the OMol25 dataset).

LUMO = 3.148 eV
HOMO = -4.01 eV
frontier orbital gap = 0.2632 Eh
ΔE to the lowest compared entry with this formula, charge and spin = 6.455 eV
total charge = -1

Last column: Löwdin charge in e.
Cartesian coordinates (Å):
C  0.49296  0.44233  0.05327  -0.327
O  0.87487  1.61794  -0.58079  -0.212
C  -0.52391  -0.30123  -0.72510  -0.014
C  -1.40744  -1.25393  -0.16068  -0.070
C  -1.40388  -1.38227  1.35342  -0.493
O  -1.82664  -0.20018  1.86543  -0.328
H  1.36317  -0.23625  0.10919  0.140
H  0.07314  0.77365  1.00884  0.123
H  -1.75030  -0.06529  -0.21951  0.213
H  -0.49408  -0.08465  -1.79319  0.146
H  -2.01230  -2.23613  1.72458  0.086
H  -1.55995  -2.03985  -0.90017  0.129
H  -0.35132  -1.66443  1.62337  0.104
H  3.52647  1.09062  -0.89037  -0.076
H  1.83776  1.31254  -1.12492  -0.040
O  2.93150  0.81971  -1.59635  -0.381

=====

2.
# C10H24N3O6

A cluster of 5 separate species, C10H24N3O6 in total at a distorted geometry (wB97M-V/def2-TZVPD, the OMol25 dataset).

LUMO = -1.919 eV
HOMO = -11.82 eV
frontier orbital gap = 0.3639 Eh
total charge = +1

Last column: Löwdin charge in e.
Cartesian coordinates (Å):
O  -0.99575  0.01345  -0.90615  0.202
H  -0.20185  0.51465  -0.56181  0.106
H  -1.54250  -0.27069  -0.11432  0.095
H  -0.69505  -0.83697  -1.34484  0.104
O  -0.49728  2.00473  1.58289  0.011
C  -1.04523  2.04732  2.68827  -0.603
N  -0.55414  1.52032  3.80361  0.174
C  -2.42753  2.66319  2.80190  -0.011
H  0.26765  0.93946  3.80255  0.119
H  -1.12079  1.47884  4.63283  0.108
H  -3.24596  1.96707  2.99200  0.067
H  -2.75835  3.13081  1.87734  0.084
H  -2.30706  3.44740  3.55720  0.088
O  -2.43883  -0.30358  1.30167  0.009
C  -3.47307  -0.83638  1.71735  -0.525
N  -4.71398  -0.50280  1.30340  0.172
C  -3.37312  -1.77112  2.91025  0.012
H  -4.85162  0.00441  0.44369  0.117
H  -5.38829  -0.28714  2.02354  0.119
H  -2.44863  -2.33519  2.88456  0.089
H  -4.23635  -2.43551  2.94694  0.083
H  -3.42531  -1.14622  3.80473  0.091
O  -0.04596  -2.39655  -1.27960  0.001
C  0.42227  -3.25363  -2.03125  -0.528
N  -0.24668  -4.39540  -2.27574  0.185
C  1.77902  -3.15094  -2.74355  0.018
H  0.26064  -5.06932  -2.81909  0.110
H  -1.14864  -4.50156  -1.84539  0.123
H  2.62091  -3.17563  -2.05732  0.092
H  1.69335  -2.16645  -3.20875  0.089
H  1.95706  -3.89289  -3.51802  0.078
O  1.36919  1.24907  -0.87228  0.113
C  2.43347  1.40236  -1.39541  -0.466
O  3.41275  0.48160  -1.34809  0.045
C  4.67884  1.09790  -1.61307  -0.130
C  4.37707  2.50358  -2.18503  -0.135
C  2.84382  2.59126  -2.18019  -0.060
H  5.18608  0.55634  -2.41080  0.125
H  5.29706  1.18232  -0.72617  0.126
H  4.83073  2.77682  -3.13268  0.114
H  4.77758  3.22218  -1.46478  0.113
H  2.52970  2.39792  -3.21034  0.139
H  2.44478  3.53497  -1.83003  0.134

=====

3.
# C5H11NO2

A cluster of 2 separate species, C5H11NO2 in total (wB97M-V/def2-TZVPD, the OMol25 dataset).

LUMO = 0.123 eV
HOMO = -8.61 eV
frontier orbital gap = 0.3210 Eh
ΔE to the lowest compared entry with this formula, charge and spin = 3.710 eV

Last column: Löwdin charge in e.
Cartesian coordinates (Å):
C  -0.82920  1.17929  0.77142  0.109
C  2.16568  -0.11973  0.80561  -0.197
C  -1.66809  -1.06645  0.94216  -0.028
C  -0.05704  0.56377  -2.11213  0.003
N  -1.12906  0.06318  0.18322  -0.094
C  -0.04810  -0.32978  -0.90025  -0.512
O  1.20180  0.68374  0.19123  -0.286
O  0.22081  -1.50958  -0.92189  0.042
H  -1.10749  1.33769  1.80961  0.118
H  -0.49351  2.02914  0.20255  0.096
H  3.18443  0.21731  0.56836  0.069
H  2.06346  -0.12129  1.90124  0.070
H  2.06296  -1.16410  0.46733  0.071
H  -0.87176  -1.58368  1.47792  0.100
H  -2.11865  -1.76953  0.24606  0.095
H  -2.42297  -0.70205  1.63734  0.089
H  0.89839  0.44366  -2.61793  0.095
H  -0.85777  0.23288  -2.77816  0.091
H  -0.19390  1.61552  -1.87371  0.070

=====

4.
# C36H53AsGaN6OS4

A structure of composition C36H53AsGaN6OS4 (wB97M-V/def2-TZVPD, the OMol25 dataset).

LUMO = 2.229 eV
HOMO = -4.07 eV
frontier orbital gap = 0.2314 Eh
total charge = -1

Last column: Löwdin charge in e.
Cartesian coordinates (Å):
Ga  0.87502  0.07100  0.75324  0.139
S  0.08859  4.91446  2.86545  -0.120
As  -1.17321  3.30812  2.47373  -0.323
S  0.74858  1.38168  2.45026  0.229
S  -1.97454  3.20558  0.52107  0.139
S  -2.30688  2.51794  4.04284  -0.036
C  -0.88675  -4.59971  2.76859  -0.062
C  -1.23571  -3.11639  2.55853  -0.349
C  -0.13156  -2.26205  3.18671  -0.067
C  -1.63834  -2.93660  1.09480  -0.131
C  -2.92445  -3.37991  0.78252  -0.053
C  -3.37679  -3.44270  -0.52047  -0.079
C  -2.51846  -3.09396  -1.55005  -0.046
C  -1.23058  -2.63499  -1.29553  -0.131
C  -0.35389  -2.41342  -2.52842  -0.352
C  0.37587  -3.71841  -2.87390  -0.055
C  0.64044  -1.24868  -2.53771  -0.073
C  -0.81925  -2.50976  0.04258  -0.152
N  0.45879  -1.93918  0.32443  0.054
C  1.48553  -2.72894  0.37120  -0.094
C  2.76653  -2.23700  0.59721  -0.336
C  3.95099  -2.96067  0.76785  -0.032
C  4.92324  -2.01326  1.02439  -0.043
C  4.29347  -0.74613  0.98865  -0.225
N  2.97350  -0.88051  0.73003  0.111
C  5.04474  0.56573  1.12383  -0.535
C  6.43641  0.31709  1.71489  -0.075
C  4.30830  1.55516  2.02833  -0.057
C  5.24805  1.16375  -0.27965  -0.041
H  -0.67380  -4.78705  3.82350  0.079
H  0.00536  -4.86219  2.19358  0.076
H  -1.69890  -5.25748  2.45424  0.073
H  -2.14722  -2.91590  3.13039  0.127
H  0.86484  -2.57623  2.87365  0.073
H  -0.18278  -2.38298  4.27075  0.090
H  -0.22828  -1.19845  2.98280  0.000
H  -3.57509  -3.68954  1.59458  0.115
H  -4.37976  -3.79065  -0.73754  0.100
H  -2.85509  -3.16804  -2.57874  0.114
H  -1.05932  -2.22151  -3.34158  0.122
H  1.14077  -3.94245  -2.12672  0.069
H  0.87279  -3.62897  -3.84330  0.080
H  -0.31753  -4.56018  -2.91678  0.079
H  1.57756  -1.50853  -2.04016  0.072
H  0.22666  -0.36731  -2.05808  0.036
H  0.87635  -0.99279  -3.57419  0.091
H  1.35736  -3.80279  0.23693  0.146
H  4.05273  -4.03469  0.71314  0.101
H  5.96706  -2.20283  1.21312  0.091
H  6.37065  -0.18676  2.68092  0.089
H  6.93495  1.27729  1.86621  0.084
H  7.06168  -0.28273  1.04955  0.075
H  4.37247  1.23947  3.07159  0.093
H  3.24760  1.63291  1.79678  -0.019
H  4.75574  2.54947  1.94401  0.089
H  5.78208  0.45714  -0.92014  0.088
H  5.82954  2.08712  -0.21747  0.088
H  4.30004  1.39082  -0.76408  0.045
C  -5.58436  -0.16874  0.36626  -0.013
N  -4.29372  0.40412  0.72881  -0.050
N  -3.27556  0.43657  -0.21207  0.049
C  -2.06508  0.32090  0.44271  -0.475
O  -0.97100  0.35270  -0.17216  -0.114
C  -2.36409  0.17134  1.82061  -0.065
C  -3.71260  0.19244  1.94399  -0.280
C  -4.53450  0.06699  3.17579  -0.032
C  -3.50761  1.01298  -1.48097  -0.207
C  -2.66706  0.72007  -2.54865  0.005
C  -2.91887  1.27028  -3.79452  -0.075
C  -4.00868  2.10589  -3.99446  -0.101
C  -4.82207  2.42486  -2.91700  -0.082
C  -4.56909  1.89423  -1.66167  -0.043
H  -5.60308  -0.36579  -0.70151  0.089
H  -6.39093  0.52335  0.60710  0.089
H  -5.74927  -1.10876  0.89438  0.087
H  -1.64616  0.17097  2.62251  0.034
H  -3.97213  0.51425  3.99554  0.014
H  -4.73919  -0.98070  3.41271  0.082
H  -5.48152  0.59618  3.07409  0.084
H  -1.81511  0.08506  -2.38903  0.087
H  -2.25154  1.04183  -4.61645  0.101
H  -4.21243  2.51909  -4.97390  0.095
H  -5.65040  3.11036  -3.04388  0.101
H  -5.16484  2.20388  -0.81370  0.112
C  2.42581  3.49691  -2.63154  -0.052
C  1.50380  3.63135  -1.41697  -0.616
C  0.43647  4.68438  -1.69480  -0.063
C  2.31236  4.03655  -0.18076  -0.044
N  0.77285  2.35789  -1.25567  -0.016
N  1.59376  1.27345  -0.81063  0.007
H  2.90490  4.45452  -2.84513  0.081
H  1.84547  3.19179  -3.50589  0.080
H  3.21823  2.76142  -2.46235  0.059
H  0.91057  5.62271  -1.99015  0.081
H  -0.16310  4.86240  -0.80033  0.033
H  -0.22624  4.34914  -2.49640  0.084
H  2.62075  5.07989  -0.27490  0.091
H  3.22247  3.44223  -0.05611  0.055
H  1.71072  3.95616  0.72854  0.025
H  0.00384  2.46236  -0.58842  -0.005
H  2.38458  1.61808  -0.26393  0.040
H  1.96756  0.79203  -1.62147  0.094

=====

5.
# C5H11S

A cluster of 2 separate species, C5H11S in total at a distorted geometry (wB97M-V/def2-TZVPD, the OMol25 dataset).

LUMO = 4.210 eV
HOMO = -2.15 eV
frontier orbital gap = 0.2336 Eh
ΔE to the lowest compared entry with this formula, charge and spin = 0.841 eV
total charge = -1

Last column: Löwdin charge in e.
Cartesian coordinates (Å):
C  2.14957  -0.61835  0.72614  -0.135
C  1.24496  -1.16681  1.82830  -0.269
C  0.02321  -0.60638  2.10921  -0.148
H  2.87044  -1.37904  0.47788  0.045
H  1.53808  -0.24515  -0.08519  0.018
H  2.78814  0.19047  1.11689  0.058
H  1.51874  -2.09005  2.35410  0.064
H  -0.75917  -1.19395  2.60048  0.036
H  -0.27963  0.41384  1.91144  0.003
C  0.04736  1.31641  -2.27491  -0.242
C  -0.91353  1.33660  -1.04044  -0.823
S  -1.35294  -0.30717  -0.44306  0.233
H  -0.46506  1.07594  -3.20194  0.041
H  0.79328  0.49967  -2.10224  0.035
H  0.59757  2.24840  -2.36845  0.035
H  -1.79388  1.85640  -1.45954  0.018
H  -0.47088  1.96936  -0.24423  0.030